1.
The following is a DFT calculation (ωB97M-V/def2-TZVPD) of the molecule C17H25N5O3S.

Each atom is followed by the atoms it is bonded to, with distances in Å.
CARTESIAN COORDINATES (ANGSTROEM)
1 C -0.70 -4.35 0.53  H2 1.088, H3 1.086, H4 1.087, C5 1.525
2 H 0.07 -4.42 1.30  C1 1.088
3 H -0.71 -5.27 -0.05  C1 1.086
4 H -1.67 -4.24 1.01  C1 1.087
5 C -0.43 -3.16 -0.39  C1 1.525, N6 1.440, H50 1.092, H51 1.095
6 N -0.41 -1.93 0.35  C5 1.440, C7 1.351, C10 1.384
7 C 0.60 -1.43 1.10  N6 1.351, N8 1.319, S25 1.732
8 N 0.30 -0.30 1.71  C7 1.319, C9 1.347
9 C -0.97 -0.03 1.33  N8 1.347, C10 1.387, N16 1.354
10 C -1.45 -1.03 0.49  N6 1.384, C9 1.387, C11 1.428
11 C -2.75 -0.97 -0.10  C10 1.428, O12 1.218, N13 1.400
12 O -3.25 -1.77 -0.87  C11 1.218
13 N -3.43 0.19 0.30  C11 1.400, C14 1.390, C21 1.454
14 C -2.97 1.20 1.14  N13 1.390, O15 1.211, N16 1.379
15 O -3.66 2.17 1.39  C14 1.211
16 N -1.70 1.06 1.65  C9 1.354, C14 1.379, C17 1.449
17 C -1.16 2.08 2.53  N16 1.449, H18 1.088, H19 1.089, H20 1.091
18 H -0.08 1.93 2.59  C17 1.088
19 H -1.39 3.06 2.12  C17 1.089
20 H -1.60 2.00 3.52  C17 1.091
21 C -4.77 0.39 -0.22  N13 1.454, H22 1.090, H23 1.089, H24 1.087
22 H -4.81 1.31 -0.79  C21 1.090
23 H -5.48 0.47 0.61  C21 1.089
24 H -5.01 -0.46 -0.84  C21 1.087
25 S 2.17 -2.15 1.19  C7 1.732, C26 1.826
26 C 3.12 -0.75 1.89  S25 1.826, H27 1.091, H28 1.090, C29 1.528
27 H 4.15 -0.94 1.58  C26 1.091
28 H 3.04 -0.81 2.97  C26 1.090
29 C 2.68 0.66 1.49  C26 1.528, O30 1.216, N31 1.346
30 O 2.44 1.46 2.38  C29 1.216
31 N 2.67 0.99 0.19  C29 1.346, C32 1.449, C42 1.449
32 C 3.15 0.18 -0.92  N31 1.449, H33 1.099, C34 1.535, H49 1.090
33 H 4.22 0.38 -1.07  C32 1.099
34 C 2.36 0.51 -2.19  C32 1.535, H35 1.091, C36 1.529, H48 1.091
35 H 2.39 -0.35 -2.86  C34 1.091
36 C 0.92 0.86 -1.84  C34 1.529, C37 1.524, C41 1.536, H47 1.094
37 C 0.03 0.96 -3.07  C36 1.524, H38 1.088, H39 1.088, H40 1.088
38 H -0.98 1.24 -2.79  C37 1.088
39 H -0.01 0.00 -3.59  C37 1.088
40 H 0.41 1.71 -3.76  C37 1.088
41 C 0.91 2.17 -1.04  C36 1.536, C42 1.535, H45 1.090, H46 1.091
42 C 2.19 2.30 -0.20  N31 1.449, C41 1.535, H43 1.095, H44 1.090
43 H 2.98 2.80 -0.78  C42 1.095
44 H 2.01 2.87 0.71  C42 1.090
45 H 0.04 2.20 -0.39  C41 1.090
46 H 0.85 3.02 -1.72  C41 1.091
47 H 0.53 0.06 -1.20  C36 1.094
48 H 2.81 1.35 -2.72  C34 1.091
49 H 3.03 -0.88 -0.68  C32 1.090
50 H -1.22 -3.08 -1.14  C5 1.092
51 H 0.54 -3.28 -0.88  C5 1.095

Electronic energy (hartree): -1560.57665
SMILES: CCn1c(SCC(=O)N2CCC(C)CC2)nc2c1c(=O)n(C)c(=O)n2C
E_HOMO (eV): -8.09
Kohn-Sham gap (eV): 8.5
Molar mass (g/mol): 379.486

2.
The following is a DFT calculation (ωB97M-V/def2-TZVPD) of the molecule C17H25N7.

Each atom is followed by the atoms it is bonded to, with distances in Å.
CARTESIAN COORDINATES (ANGSTROEM)
1 N -0.66 3.71 1.04  C5 1.288, N11 1.393
2 N 0.76 0.35 1.37  C8 1.329, C9 1.324
3 N -0.95 1.06 -0.01  C8 1.314, C10 1.304
4 N -0.39 -1.22 0.02  C9 1.305, C10 1.297
5 C -0.09 4.77 1.51  N1 1.288, C7 1.440, H25 1.094
6 C 1.42 3.14 1.79  C7 1.354, N11 1.395, H26 1.097
7 C 1.24 4.47 1.97  C5 1.440, C6 1.354, C14 1.522
8 C -0.01 1.31 0.86  N2 1.329, N3 1.314, N11 1.414
9 C 0.47 -0.86 0.94  N2 1.324, N4 1.305, N12 1.353
10 C -1.05 -0.19 -0.39  N3 1.304, N4 1.297, N13 1.337
11 N 0.24 2.66 1.22  N1 1.393, C6 1.395, C8 1.414
12 N 1.17 -1.82 1.60  C9 1.353, C23 1.449, H27 1.020
13 N -1.94 -0.53 -1.33  C10 1.337, C24 1.459, H28 1.021
14 C 2.25 5.43 2.59  C7 1.522, H29 1.077, H30 1.087, H31 1.107
15 C 3.50 -3.64 0.73  C16 1.549, C21 1.542, H32 1.120, H33 1.112
16 C 2.76 -4.99 0.63  C15 1.549, C21 1.526, H34 1.101, H35 1.106
17 C -2.49 1.44 -4.57  C18 1.574, C22 1.545, H36 1.121, H37 1.130
18 C -1.02 1.42 -4.02  C17 1.574, C22 1.521, H38 1.117, H39 1.120
19 C -0.01 -3.72 2.62  C23 1.558, H40 1.097, H41 1.104, H42 1.129
20 C -4.10 0.17 -2.18  C24 1.546, H43 1.092, H44 1.118, H45 1.060
21 C 2.33 -3.97 1.67  C15 1.542, C16 1.526, C23 1.526, H46 1.104
22 C -2.02 0.36 -3.57  C17 1.545, C18 1.521, C24 1.531, H47 1.058
23 C 0.99 -3.25 1.52  N12 1.449, C19 1.558, C21 1.526, H48 1.098
24 C -2.59 0.49 -2.15  N13 1.459, C20 1.546, C22 1.531, H49 1.092
25 H -0.55 5.76 1.47  C5 1.094
26 H 2.29 2.53 2.03  C6 1.097
27 H 1.57 -1.46 2.47  N12 1.020
28 H -1.80 -1.48 -1.66  N13 1.021
29 H 1.96 5.66 3.60  C14 1.077
30 H 3.23 4.97 2.67  C14 1.087
31 H 2.30 6.37 2.00  C14 1.107
32 H 3.33 -2.88 -0.08  C15 1.120
33 H 4.52 -3.62 1.18  C15 1.112
34 H 2.14 -5.12 -0.27  C16 1.101
35 H 3.32 -5.87 0.98  C16 1.106
36 H -2.74 1.09 -5.61  C17 1.121
37 H -3.23 2.21 -4.22  C17 1.130
38 H -0.21 1.08 -4.71  C18 1.117
39 H -0.71 2.21 -3.28  C18 1.120
40 H 0.29 -3.32 3.60  C19 1.097
41 H -1.02 -3.36 2.35  C19 1.104
42 H -0.03 -4.85 2.62  C19 1.129
43 H -4.33 -0.80 -2.63  C20 1.092
44 H -4.65 0.94 -2.77  C20 1.118
45 H -4.44 0.16 -1.17  C20 1.060
46 H 2.70 -4.19 2.69  C21 1.104
47 H -1.87 -0.61 -3.96  C22 1.058
48 H 0.59 -3.48 0.52  C23 1.098
49 H -2.43 1.47 -1.70  C24 1.092

Electronic energy (hartree): -1046.03897
SMILES: Cc1cnn(-c2nc(N[C@H](C)C3CC3)nc(N[C@H](C)C3CC3)n2)c1
E_HOMO (eV): -8.76
Kohn-Sham gap (eV): 9.7
Molar mass (g/mol): 327.436

Respective energy above the lowest of the compared OMol25 structures with the same formula, charge and spin values: 0.223 0.000 eV.
Respective maximum force values: 1.47 3.10 eV/A.
Respective lowest unoccupied orbital energy values: 0.42 0.91 eV.